This record from the OMol25 dataset describes a 9-piece molecular cluster, C25H57N6O13 overall in a non-equilibrium geometry. The level of theory is wB97M-V/def2-TZVPD.

Last column: Mulliken charge in e.
CARTESIAN COORDINATES (ANGSTROEM)
C: 2.1950 0.0993 0.7943  -0.18
C: 0.8529 0.6435 0.3366  1.17
C: -0.1264 -0.5358 0.1136  0.03
O: 0.3317 1.6915 1.0472  -1.10
H: 2.9952 0.8372 0.7834  0.18
H: 2.4834 -0.8281 0.2794  -0.20
H: 2.1012 -0.2982 1.8167  -0.38
H: 0.8974 0.9993 -0.7338  -0.29
H: 0.2903 -1.2191 -0.6487  0.24
H: -1.1067 -0.2428 -0.2668  0.33
H: -0.2378 -1.1977 0.9901  -0.61
C: 4.4717 -1.2092 -2.0664  -0.56
O: 3.7087 -2.2950 -1.5380  -0.33
C: 2.4655 -2.4193 -1.9754  0.82
O: 1.9156 -1.6817 -2.7533  -0.50
O: 1.9370 -3.4917 -1.3854  -0.27
C: 0.6659 -3.9047 -1.8622  -0.35
H: 4.6345 -1.3297 -3.1364  0.31
H: 5.4063 -1.2413 -1.5155  0.26
H: 3.9779 -0.2558 -1.8768  0.17
H: 0.1363 -4.4098 -1.0625  0.25
H: 0.7839 -4.4851 -2.7763  0.24
H: 0.0663 -3.0303 -2.1255  -0.01
C: -0.7841 -0.6840 -4.1203  -0.44
O: -2.0255 -0.3624 -4.7231  -0.26
C: -1.9865 -0.0606 -6.0221  0.70
O: -1.0528 -0.1982 -6.7611  -0.55
O: -3.1841 0.4209 -6.3593  -0.32
C: -3.2634 1.0373 -7.6370  -0.66
H: -0.1207 -1.2804 -4.7385  0.37
H: -0.9629 -1.2524 -3.2083  0.03
H: -0.2807 0.2190 -3.7712  0.27
H: -2.3859 1.6616 -7.8237  0.32
H: -4.0977 1.7325 -7.6146  0.24
H: -3.3458 0.2797 -8.4123  0.27
C: -3.2349 -1.2236 4.3167  -0.89
C: -3.5930 -1.7536 2.9519  0.89
O: -4.7399 -1.7480 2.5342  -0.67
N: -2.5601 -2.2515 2.2335  0.13
C: -2.7268 -2.7774 0.8893  -1.01
H: -2.1713 -1.0190 4.4493  0.04
H: -3.4875 -1.9652 5.0793  0.34
H: -3.8028 -0.3215 4.5315  0.32
H: -1.6340 -2.2899 2.6302  -0.05
H: -3.7441 -3.0118 0.6012  0.38
H: -2.1362 -3.6912 0.7764  0.33
H: -2.2844 -2.0625 0.1903  0.24
C: -6.2911 0.2087 -0.0850  -0.91
C: -5.3715 1.3707 0.2202  0.72
O: -5.7724 2.5225 0.2669  -0.69
N: -4.0842 1.0132 0.4616  0.04
C: -3.0347 1.9048 0.9281  -0.63
H: -6.7809 0.4142 -1.0383  0.32
H: -7.0247 -0.0451 0.6740  0.24
H: -5.7070 -0.7022 -0.2485  0.20
H: -3.9731 0.0293 0.6492  0.03
H: -3.4200 2.9208 0.9692  0.41
H: -2.1939 1.9145 0.2430  0.18
H: -2.6739 1.5668 1.8977  0.19
C: 4.1564 6.7552 -0.3969  -1.10
C: 3.8673 5.2669 -0.2689  0.81
O: 3.5823 4.7846 0.8062  -0.62
N: 3.9052 4.5531 -1.4228  -0.17
C: 3.5775 3.1498 -1.4894  -0.70
H: 4.7531 6.8751 -1.3121  0.32
H: 4.7573 7.0397 0.4593  0.30
H: 3.2688 7.3612 -0.5471  0.24
H: 4.1161 5.0140 -2.2882  0.20
H: 3.6691 2.7087 -0.4970  0.17
H: 4.3216 2.6303 -2.0983  0.36
H: 2.5613 2.9489 -1.8287  0.16
C: 1.5906 -5.8845 4.7296  -1.01
C: 2.3168 -5.3742 3.4992  0.68
O: 3.3105 -5.9327 3.0544  -0.69
N: 1.8111 -4.2377 2.9801  0.07
C: 2.4567 -3.4472 1.9810  -0.97
H: 2.2392 -5.7326 5.5886  0.21
H: 1.3724 -6.9527 4.6640  0.35
H: 0.5944 -5.4448 4.8065  0.26
H: 1.0329 -3.8235 3.4655  0.34
H: 2.7938 -4.0239 1.1139  0.42
H: 3.4451 -3.1006 2.3163  0.33
H: 1.8271 -2.6263 1.6664  0.13
O: 0.2381 5.2842 -0.5481  -0.65
C: -0.2071 4.5751 -1.4336  0.63
N: -0.4753 3.2551 -1.2920  0.05
C: -0.3526 5.1032 -2.8658  -1.20
H: -0.3169 2.7357 -0.4175  -0.13
H: -0.6433 2.6686 -2.0892  0.07
H: 0.1186 4.4342 -3.5815  0.37
H: 0.1974 6.0432 -2.8653  0.29
H: -1.4069 5.3176 -3.0333  0.33
O: 0.5954 -1.9218 4.0333  -0.51
C: 0.6401 -0.7696 4.4784  0.61
N: 0.3475 0.2977 3.7317  0.23
C: 1.0737 -0.4927 5.9045  -1.58
H: 0.1815 0.3216 2.7251  -0.21
H: 0.1994 1.1822 4.1864  0.20
H: 0.9803 -1.3788 6.5230  0.33
H: 0.4680 0.3205 6.3074  0.41
H: 2.1224 -0.1945 5.8864  0.34

Forces on atoms 1 to 6 (eV/Å):
C 0.0 -0.8 0.6
C -1.4 1.0 -1.4
C 0.5 -1.2 0.1
O 0.0 -0.9 0.5
H 0.0 0.0 -0.1
H 0.2 0.4 -0.5

Output
* M: 649.8 g mol⁻¹
* HOMO level: -4.371 eV
* net charge: -1
* largest force on an atom: 2.3 eV/A
* E_LUMO: 2.23 eV
* frontier orbital gap: 6.60 eV